[1]
Density functional theory data (wB97M-V/def2-TZVPD) for a cluster of 7 separate species, C20H47BBrF3N2O12 in total in a non-equilibrium geometry.

The HOMO-LUMO gap comes out at 9.1671 eV. Its largest force on an atom is 1.56 eV/A. Its spin multiplicity is 1. Its SMILES is CCB(O)[C@@]1(ON=O)[C@@H](Br)NC(=O)[C@@]1(O)COC(F)(F)F.CCO.CCO.CCO.CCO.CCO.CCO. The highest occupied orbital energy comes out at -0.36107 Eh. The energy comes out at -127919.8495 eV. The value obtained for the energy relative to the best compared isomer or geometry (same formula, charge and spin) is 0.0000 eV. The calculation puts the LUMO energy at -0.658 eV.

Last column: Mulliken charge in e.
Geometry (Å):
1 Br 1.5109 -3.1379 4.3145  -0.151
2 F -0.9057 0.6070 1.5351  -0.175
3 F -2.4595 0.1380 2.9776  -0.317
4 F -2.7705 -0.2287 0.8500  -0.153
5 O 2.0771 -4.1284 0.3448  -0.217
6 O -1.6804 -1.8914 -1.8365  -0.176
7 O -0.4159 -4.3714 0.1806  -0.697
8 O -1.5833 -4.1873 3.0442  -0.492
9 O 0.8761 3.2761 -1.1549  -0.489
10 O 5.5223 2.3824 2.1620  -0.472
11 O -3.8034 4.1711 -1.2642  -0.540
12 O 1.7695 -2.8735 -1.3783  -0.084
13 O 3.5217 0.2224 -0.8411  -0.226
14 O 1.3761 -0.8675 2.1041  -0.392
15 O -1.3899 -1.5242 2.0556  -0.504
16 O -6.1195 0.7182 1.6308  -0.547
17 N 2.6027 -3.3982 -0.7554  -0.010
18 N 0.5862 -5.1036 2.6811  -0.491
19 C 1.4478 -3.2947 1.3253  0.028
20 C -5.9452 3.0110 -1.3780  -1.061
21 C -6.5426 0.0537 0.4447  -0.038
22 C 0.0080 2.2756 -0.6216  -0.036
23 C 6.4469 2.5393 1.0916  0.107
24 C -1.3213 2.1800 -1.3393  -0.300
25 C -2.3993 -0.5660 -3.7610  -1.105
26 C -0.1059 -3.4087 1.2010  1.653
27 C -4.6062 3.1423 -0.6767  0.564
28 C 1.6777 -4.1453 2.6343  -0.671
29 C -1.3058 -1.4103 -3.1301  -0.097
30 C 3.6896 -1.6814 1.4801  0.276
31 C 4.2429 -0.5431 2.3354  -1.610
32 C -6.2626 -1.4368 0.5062  -0.864
33 C -1.8565 -0.2921 1.8548  0.709
34 C -0.5547 -4.2330 2.4367  -0.260
35 C -0.9274 -2.1771 0.8423  -1.694
36 C 3.2841 1.6296 -2.7557  -0.958
37 C 7.0731 3.9220 1.0857  -1.178
38 C 4.1697 0.6226 -2.0526  -0.285
39 B 2.1491 -1.9027 1.6576  0.526
40 H -5.7992 2.7917 -2.4363  0.273
41 H 5.1401 1.0407 -1.7915  0.306
42 H -1.1616 1.9624 -2.3976  0.167
43 H 3.7093 1.9738 -3.7003  0.441
44 H -4.7522 3.3614 0.3856  0.197
45 H -5.1917 -1.6167 0.6258  0.003
46 H -0.3996 -0.8214 -2.9922  0.018
47 H -6.6007 -1.9388 -0.4024  0.355
48 H 2.3119 1.1736 -2.9600  0.162
49 H -6.0339 0.5012 -0.4180  -0.003
50 H -1.9316 1.3857 -0.9045  -0.159
51 H -0.3321 -1.4613 0.2874  0.433
52 H -5.1734 0.5732 1.7280  0.302
53 H 5.9333 2.3492 0.1425  -0.040
54 H -2.6381 0.2837 -3.1228  0.101
55 H 3.7685 -1.3715 0.4277  0.130
56 H 4.3377 -0.2551 -2.6864  0.261
57 H 4.2709 -2.5937 1.5949  0.343
58 H -6.7643 -1.8867 1.3627  0.297
59 H -4.2920 4.9944 -1.1824  0.315
60 H 2.6275 -4.6431 2.6952  0.697
61 H -2.4742 -2.4233 -1.9416  0.179
62 H 5.2175 -0.2477 1.9783  0.353
63 H -0.5413 -3.8930 -0.6416  0.460
64 H 0.5485 1.3327 -0.7064  -0.108
65 H -0.1489 2.4851 0.4396  0.218
66 H 4.3205 -0.8686 3.3668  0.328
67 H 3.1050 2.4902 -2.1135  0.196
68 H -7.6107 0.2406 0.3443  0.419
69 H -3.3160 -1.1478 -3.8851  0.423
70 H -2.0899 -0.1955 -4.7390  0.363
71 H 2.6681 -0.1407 -1.0970  -0.058
72 H 1.5859 -0.6459 3.0130  0.205
73 H 7.5843 4.1103 2.0299  0.293
74 H 7.7914 4.0256 0.2708  0.363
75 H -4.0416 2.2174 -0.7591  -0.258
76 H 6.3063 4.6914 0.9702  0.327
77 H -1.8733 3.1197 -1.2825  0.405
78 H 4.8312 3.0407 2.0503  0.281
79 H 0.4531 4.1340 -1.0645  0.308
80 H 3.6349 0.3431 2.2515  0.325
81 H -6.5434 2.2148 -0.9328  0.209
82 H -6.5095 3.9442 -1.3132  0.403
83 H -1.0647 -2.2642 -3.7716  0.364
84 H -1.8145 -2.4604 0.3025  1.038
85 H 0.6656 -5.7688 1.9199  0.443
86 H 7.2113 1.7748 1.2251  0.350

Atoms 1-3, force components in eV/Å:
0.32 0.12 -0.06
-0.26 -0.23 0.11
0.24 -0.22 -0.47

[2]
Density functional theory data (wB97M-V/def2-TZVPD) for a cluster of 5 separate species, C20H47BrF2O17P2S4 in total in a non-equilibrium geometry.

The HOMO-LUMO gap comes out at 9.2062 eV. Its largest force on an atom is 1.14 eV/A. Its spin multiplicity is 1. Its SMILES is O=[PH2]CO[C@@H]([C@H](CC(=O)F)OCCCF)P(O)Br.CCOS(C)(=O)=O.CCOS(C)(=O)=O.CCOS(C)(=O)=O.CCOS(C)(=O)=O. The highest occupied orbital energy comes out at -0.32816 Eh. The energy comes out at -193704.9486 eV. The value obtained for the energy relative to the best compared isomer or geometry (same formula, charge and spin) is 0.0000 eV. The calculation puts the LUMO energy at 0.277 eV.

Last column: Mulliken charge in e.
Geometry (Å):
1 Br 2.1244 -2.3683 4.6124  -0.104
2 S -1.2972 -5.5064 5.2305  1.300
3 S -1.8354 6.7215 -4.9235  1.219
4 S -3.7304 -1.1800 -3.6070  1.249
5 S 1.2488 1.0632 -2.5443  1.318
6 P 5.3814 -2.6488 1.1563  0.346
7 P 3.5100 -0.7124 5.1758  0.045
8 F 4.4079 3.9682 3.3740  -0.292
9 F -2.6630 -1.1632 1.2411  -0.336
10 O -0.3744 -5.1955 4.1800  -0.630
11 O 5.4494 -3.9736 1.8104  -0.631
12 O 2.2068 0.0130 -2.7070  -0.697
13 O -1.8651 6.6069 -3.3401  -0.261
14 O 3.9052 3.1721 1.3803  -0.373
15 O -1.1186 -4.9019 6.5147  -0.627
16 O 2.4493 0.3912 5.7764  -0.496
17 O 1.8328 2.4168 -3.1288  -0.254
18 O -3.3347 0.0682 -4.1935  -0.649
19 O 4.7355 -0.6669 2.7478  -0.374
20 O 1.5689 0.1876 2.9166  -0.030
21 O 0.7144 1.3179 -1.2334  -0.506
22 O -2.8464 -2.3000 -3.7131  -0.626
23 O -5.1683 -1.5664 -4.1436  -0.286
24 O -1.3789 -7.0827 5.3842  -0.314
25 O -2.8962 5.9246 -5.4629  -0.649
26 O -0.5009 6.5183 -5.3968  -0.604
27 C 3.8957 0.1664 3.5452  -0.206
28 C 4.1147 -1.4907 1.7724  0.363
29 C 4.1374 2.5688 -2.2638  -1.164
30 C 2.6460 2.3525 3.2221  -0.775
31 C -0.0591 0.8455 -3.6925  -1.037
32 C 0.4865 -7.7019 6.8727  -0.968
33 C 2.7859 0.8843 2.7720  -0.044
34 C -5.3722 -1.5456 -5.5827  -0.359
35 C -1.9148 5.2716 -2.7749  -0.730
36 C -2.2406 8.4278 -5.0373  -0.939
37 C 2.7463 3.1572 -2.2775  -0.347
38 C -2.9460 -5.2389 4.6840  -0.962
39 C -0.4750 -0.6085 1.9888  -0.415
40 C 0.6533 0.3971 1.8520  -0.259
41 C -4.1670 -0.9387 -1.9216  -0.522
42 C 3.6953 3.1817 2.5339  0.472
43 C -4.8005 -2.7679 -6.2650  -0.978
44 C -0.5702 4.5804 -2.8041  -0.495
45 C -0.1215 -7.8023 5.4917  -0.347
46 C -1.6225 -0.2541 1.0701  -0.024
47 H -4.8610 -0.1057 -1.8554  0.377
48 H -5.1709 -3.6779 -5.7936  0.264
49 H -2.0237 0.7385 1.2973  0.334
50 H -0.8245 -0.6022 3.0269  0.296
51 H 6.5435 -1.8598 1.2321  0.061
52 H -0.6281 3.6469 -2.2418  0.093
53 H -3.7129 -2.7805 -6.2186  0.299
54 H 0.1936 5.2124 -2.3498  0.276
55 H -0.7725 1.6572 -3.5828  0.244
56 H -4.6101 -1.8557 -1.5427  0.374
57 H 2.3208 3.1949 -1.2738  0.368
58 H 2.6966 2.4586 4.3051  0.278
59 H 1.6843 2.7388 2.8680  0.338
60 H 4.5397 2.4550 -3.2702  0.357
61 H -4.9529 -0.6207 -5.9792  0.330
62 H 3.3065 -2.1031 2.1862  0.014
63 H -0.5302 -0.1069 -3.4573  0.323
64 H -1.3293 -0.2953 0.0166  -0.051
65 H 0.8180 -6.6880 7.0904  0.295
66 H -3.0808 -5.7293 3.7242  0.302
67 H 2.7411 4.1662 -2.6848  0.351
68 H -3.6278 -5.6342 5.4321  0.332
69 H 5.1050 -2.6855 -0.2249  0.051
70 H -0.2387 -7.9931 7.6325  0.265
71 H 3.7292 -0.9024 0.9265  0.012
72 H -2.2571 5.4316 -1.7546  0.306
73 H -0.1141 -1.6156 1.7631  0.292
74 H 0.3557 0.8223 -4.6966  0.434
75 H 3.0597 0.9107 1.7075  0.430
76 H -2.1987 8.6850 -6.0934  0.371
77 H 1.3472 -8.3686 6.9337  0.383
78 H 1.1730 0.2826 0.8896  0.160
79 H 4.7938 3.2197 -1.6859  0.393
80 H -1.5039 8.9974 -4.4773  0.316
81 H 0.2527 1.4231 1.8832  0.096
82 H -0.2567 4.3561 -3.8226  0.405
83 H -2.6787 4.6980 -3.3011  0.376
84 H 0.5558 -7.4354 4.7203  0.328
85 H -5.1032 -2.7666 -7.3126  0.387
86 H 4.5749 0.9495 3.9194  0.482
87 H 1.5481 0.2380 5.4549  0.339
88 H 4.1344 1.5863 -1.7940  0.193
89 H -6.4536 -1.5005 -5.6901  0.278
90 H -3.2434 -0.7157 -1.3910  -0.115
91 H -3.0683 -4.1622 4.5865  0.367
92 H -3.2418 8.5772 -4.6434  0.314
93 H -0.3881 -8.8286 5.2490  0.281

Atoms 1-3, force components in eV/Å:
0.02 -0.17 0.07
0.04 -0.06 0.00
-0.01 0.00 0.03